Entry 1:
ORCA calculation (the ωB97M-V functional and the def2-TZVPD basis) on 2 unconnected molecules or ions with the total composition C2H3ClO2S at a distorted geometry.

Calculated values
- Relative energy (zero: lowest compared OMol25 entry of this formula, charge and spin): 123.46 kcal/mol
- HOMO (alpha / beta): -8.6 / -10.5 eV
- Kohn-Sham gap (alpha / beta): 9.16 / 5.84 eV

Structure (ORCA input):
```
! RIJCOSX wB97M-V def2-TZVPD def2/J DEFGRID3
* xyz 0 3
C -0.873 0.037 -0.552
C -0.026 0.124 0.781
O 0.672 -2.191 -0.225
O 1.863 -0.131 -1.209
S 0.786 -0.758 -0.501
Cl 0.481 2.415 1.486
H -1.780 -0.356 -0.398
H -0.656 1.056 -1.051
H -0.467 -0.195 1.669
*
```

Entry 2:
ORCA calculation (the ωB97M-V functional and the def2-TZVPD basis) on 2 unconnected molecules or ions with the total composition ClH4NSi at a distorted geometry.

Calculated values
- Relative energy (zero: lowest compared OMol25 entry of this formula, charge and spin): 94.72 kcal/mol
- HOMO (alpha / beta): -7.2 / -10.0 eV
- Kohn-Sham gap (alpha / beta): 6.96 / 9.93 eV

Structure (ORCA input):
```
! RIJCOSX wB97M-V def2-TZVPD def2/J DEFGRID3
* xyz 0 1
N -0.140 0.889 0.857
Si -0.331 0.565 -0.787
Cl 0.245 2.197 -1.805
H -0.724 0.620 1.579
H 0.425 1.573 1.275
H -1.621 -0.169 -0.834
H 2.120 -1.236 -1.706
*
```

Entry 3:
ORCA calculation (the ωB97M-V functional and the def2-TZVPD basis) on a molecular structure, C21H20N6O4RuS at a distorted geometry.

Calculated values
- Relative energy (zero: lowest compared OMol25 entry of this formula, charge and spin): 0.00 kcal/mol
- HOMO (alpha / beta): -13.6 / -13.8 eV
- Kohn-Sham gap (alpha / beta): 8.13 / 4.90 eV

Structure (ORCA input):
```
! RIJCOSX wB97M-V def2-TZVPD def2/J DEFGRID3
* xyz 2 5
Ru 13.608 11.070 5.004
C 17.845 11.503 4.752
C 16.413 11.940 4.825
O 15.593 10.984 4.798
C 16.031 13.300 4.916
C 17.083 14.253 4.867
C 16.799 15.587 4.839
C 15.457 16.060 4.914
C 14.434 15.175 4.944
C 14.697 13.787 4.920
O 13.626 12.998 4.829
H 17.851 10.416 4.651
H 18.392 11.782 5.662
H 18.345 11.948 3.896
H 18.117 13.941 4.793
H 17.605 16.290 4.810
H 15.273 17.126 4.903
H 13.415 15.514 5.003
N 6.758 10.212 9.262
C 7.549 10.428 8.222
C 7.532 9.520 7.101
C 8.310 9.766 6.012
C 9.112 10.874 6.066
C 9.183 11.800 7.084
C 8.405 11.583 8.167
S 10.105 11.144 4.637
O 10.310 12.549 4.543
O 9.521 10.392 3.581
N 11.509 10.536 5.006
C 11.791 9.150 5.085
N 13.136 8.966 4.985
C 13.620 7.730 5.039
C 12.744 6.631 5.224
C 11.390 6.950 5.313
N 10.884 8.183 5.248
H 6.116 9.436 9.291
H 6.732 10.860 10.031
H 6.903 8.652 7.151
H 8.328 9.197 5.090
H 9.818 12.651 6.933
H 8.404 12.255 9.005
H 14.669 7.539 4.905
H 13.083 5.600 5.267
H 10.684 6.133 5.414
N 14.160 10.467 9.348
C 13.385 11.585 9.406
C 13.201 11.963 8.107
N 13.837 11.072 7.294
C 14.419 10.173 8.063
H 14.495 9.966 10.144
H 13.049 12.013 10.327
H 12.661 12.813 7.716
H 14.979 9.319 7.751
*
```

Entry 4:
ORCA calculation (the ωB97M-V functional and the def2-TZVPD basis) on C18H26N2O5 in the gas phase.

Calculated values
- Relative energy (zero: lowest compared OMol25 entry of this formula, charge and spin): 14.70 kcal/mol
- HOMO: -8.8 eV
- Kohn-Sham gap: 9.49 eV

Structure (ORCA input):
```
! RIJCOSX wB97M-V def2-TZVPD def2/J DEFGRID3
* xyz 0 1
C -6.995 -2.566 -0.277
C -7.684 -1.543 0.619
C -7.883 -0.185 -0.060
C -6.592 0.583 -0.343
C -5.936 1.122 0.930
O -4.775 1.882 0.651
C -3.614 1.256 0.345
C -2.549 2.101 0.015
C -1.314 1.589 -0.311
C -1.100 0.210 -0.313
C 0.201 -0.421 -0.639
O 0.522 -1.520 -0.203
N 1.006 0.274 -1.473
C 2.289 -0.230 -1.915
C 3.380 -0.051 -0.848
O 4.310 0.719 -0.975
N 3.187 -0.826 0.229
C 4.121 -0.796 1.330
C 5.547 -0.789 0.773
O 5.945 -1.571 -0.047
O 6.278 0.148 1.366
C 7.601 0.358 0.864
C 7.588 1.449 -0.196
C -2.153 -0.625 0.046
C -3.399 -0.120 0.362
H -6.942 -3.530 0.225
H -7.550 -2.693 -1.204
H -5.981 -2.262 -0.526
H -8.667 -1.930 0.896
H -7.115 -1.420 1.542
H -8.528 0.434 0.569
H -8.403 -0.346 -1.007
H -5.886 -0.051 -0.880
H -6.817 1.436 -0.987
H -5.707 0.318 1.637
H -6.612 1.828 1.423
H -2.723 3.165 0.029
H -0.510 2.277 -0.531
H 0.735 1.194 -1.776
H 2.591 0.301 -2.818
H 2.189 -1.299 -2.128
H 2.357 -1.413 0.270
H 3.984 0.095 1.952
H 3.983 -1.694 1.933
H 8.204 0.645 1.730
H 7.971 -0.583 0.445
H 6.873 1.187 -0.972
H 8.577 1.553 -0.633
H 7.287 2.397 0.242
H -1.978 -1.690 0.066
H -4.186 -0.807 0.628
*
```

Entry 5:
ORCA calculation (the ωB97M-V functional and the def2-TZVPD basis) on a molecular structure, C8H17InO3 at a distorted geometry.

Calculated values
- Relative energy (zero: lowest compared OMol25 entry of this formula, charge and spin): 18.93 kcal/mol
- HOMO: -16.9 eV
- Kohn-Sham gap: 6.99 eV

Structure (ORCA input):
```
! RIJCOSX wB97M-V def2-TZVPD def2/J DEFGRID3
* xyz 2 1
In 0.727 -0.529 0.868
C 2.054 2.623 2.442
C 0.884 2.575 1.474
O 0.313 1.313 1.268
H 1.865 2.323 3.473
H 2.403 3.655 2.470
H 2.929 2.069 2.102
H 1.196 3.057 0.547
H 0.141 3.235 1.921
C -0.911 0.443 -2.380
C -0.768 1.045 -0.994
O -0.794 0.351 0.065
C -0.720 2.586 -0.927
H -1.660 0.937 -2.999
H -1.191 -0.607 -2.298
H 0.029 0.327 -2.921
H -0.624 2.932 0.102
H -1.501 3.105 -1.482
H 0.239 2.898 -1.342
C -0.563 -4.101 0.925
C 0.016 -3.059 0.069
O 0.931 -2.444 0.486
C -0.576 -2.946 -1.323
H 0.119 -4.570 1.634
H -1.082 -4.858 0.336
H -1.406 -3.625 1.425
H -1.621 -3.223 -1.460
H 0.102 -3.611 -1.858
H -0.531 -1.900 -1.624
*
```

Entry 6:
ORCA calculation (the ωB97M-V functional and the def2-TZVPD basis) on a molecular structure, C4H6O2Sn at a distorted geometry.

Calculated values
- Relative energy (zero: lowest compared OMol25 entry of this formula, charge and spin): 124.73 kcal/mol
- HOMO (alpha / beta): -10.9 / -12.8 eV
- Kohn-Sham gap (alpha / beta): 5.06 / 7.49 eV

Structure (ORCA input):
```
! RIJCOSX wB97M-V def2-TZVPD def2/J DEFGRID3
* xyz 1 2
C 0.941 0.446 0.315
O 1.821 1.285 -0.265
H 1.154 0.395 1.385
H 1.453 1.724 -1.041
C 0.818 -1.487 0.011
C -0.661 -1.313 -0.041
H 1.199 -2.025 -0.869
H -0.915 -1.589 1.007
H -1.195 -1.865 -0.830
C -0.849 0.164 -0.225
O -0.852 1.089 0.741
Sn -1.884 2.655 1.060
H -1.031 0.521 -1.248
*
```

What did the third record say?
ORCA calculation (the ωB97M-V functional and the def2-TZVPD basis) on a molecular structure, C21H20N6O4RuS at a distorted geometry.

Calculated values
- Relative energy (zero: lowest compared OMol25 entry of this formula, charge and spin): 0.00 kcal/mol
- HOMO (alpha / beta): -13.6 / -13.8 eV
- Kohn-Sham gap (alpha / beta): 8.13 / 4.90 eV

Structure (ORCA input):
```
! RIJCOSX wB97M-V def2-TZVPD def2/J DEFGRID3
* xyz 2 5
Ru 13.608 11.070 5.004
C 17.845 11.503 4.752
C 16.413 11.940 4.825
O 15.593 10.984 4.798
C 16.031 13.300 4.916
C 17.083 14.253 4.867
C 16.799 15.587 4.839
C 15.457 16.060 4.914
C 14.434 15.175 4.944
C 14.697 13.787 4.920
O 13.626 12.998 4.829
H 17.851 10.416 4.651
H 18.392 11.782 5.662
H 18.345 11.948 3.896
H 18.117 13.941 4.793
H 17.605 16.290 4.810
H 15.273 17.126 4.903
H 13.415 15.514 5.003
N 6.758 10.212 9.262
C 7.549 10.428 8.222
C 7.532 9.520 7.101
C 8.310 9.766 6.012
C 9.112 10.874 6.066
C 9.183 11.800 7.084
C 8.405 11.583 8.167
S 10.105 11.144 4.637
O 10.310 12.549 4.543
O 9.521 10.392 3.581
N 11.509 10.536 5.006
C 11.791 9.150 5.085
N 13.136 8.966 4.985
C 13.620 7.730 5.039
C 12.744 6.631 5.224
C 11.390 6.950 5.313
N 10.884 8.183 5.248
H 6.116 9.436 9.291
H 6.732 10.860 10.031
H 6.903 8.652 7.151
H 8.328 9.197 5.090
H 9.818 12.651 6.933
H 8.404 12.255 9.005
H 14.669 7.539 4.905
H 13.083 5.600 5.267
H 10.684 6.133 5.414
N 14.160 10.467 9.348
C 13.385 11.585 9.406
C 13.201 11.963 8.107
N 13.837 11.072 7.294
C 14.419 10.173 8.063
H 14.495 9.966 10.144
H 13.049 12.013 10.327
H 12.661 12.813 7.716
H 14.979 9.319 7.751
*
```